{
  "formula": "C6H12NO3",
  "method": "ωB97M-V/def2-TZVPD",
  "species": ["C", "C", "C", "O", "O", "H", "H", "H", "H", "H", "C", "C", "C", "O", "N", "H", "H", "H", "H", "H", "H", "H"],
  "coordinates": [[-2.6285, 0.4288, 0.7984], [-3.2084, 0.3786, -0.6178], [-1.4917, 1.6612, 0.6030], [-0.3119, 1.2293, 0.7183], [-1.9318, 2.7502, 0.5179], [-3.4164, 0.6875, 1.5315], [-1.9772, -0.4328, 1.1810], [-2.3721, 0.1251, -1.2963], [-3.6781, 1.2014, -0.9415], [-3.9960, -0.4714, -0.5310], [1.6152, -1.0653, -0.4094], [1.9604, -0.3236, -1.7367], [2.7412, -0.9231, 0.5096], [3.9627, -1.2884, 0.3177], [2.4765, -0.4554, 1.7908], [0.5140, -0.7718, 0.0810], [1.1658, -2.0428, -0.5782], [2.6536, 0.3584, -1.6359], [0.9732, 0.0411, -2.0246], [3.1602, 0.1862, 2.2079], [1.4792, -0.1095, 1.8464], [2.3101, -1.1637, -2.3320]],
  "lowdin_charge": [-0.189, -0.152, -0.781, -0.122, 0.002, 0.078, 0.094, 0.074, 0.007, 0.080, -0.200, -0.053, -0.514, -0.056, 0.125, 0.142, 0.101, 0.012, 0.078, 0.104, 0.095, 0.074],
  "total_charge": -1,
  "e_tot_ha": -516.305497,
  "max_force_ev_per_a": 6.85,
  "de_lowest_kcal_mol": 60.6,
  "homo_lumo_gap_ev": 7.70,
  "e_lumo_ev": 3.7,
  "homo_ha": -0.148
}


{
  "formula": "C24H35Cl2N6O3Ru",
  "method": "ωB97M-V/def2-TZVPD",
  "species": ["Ru", "N", "C", "C", "C", "N", "C", "C", "N", "C", "H", "H", "H", "H", "H", "H", "H", "H", "H", "H", "H", "H", "H", "H", "H", "H", "N", "C", "C", "C", "C", "C", "C", "N", "C", "C", "C", "C", "N", "C", "C", "H", "H", "H", "H", "H", "H", "H", "H", "H", "Cl", "C", "Cl", "C", "O", "O", "H", "C", "C", "C", "C", "O", "H", "H", "H", "H", "H", "H", "H", "H", "H"],
  "coordinates": [[-16.6527, 1.6784, 6.4194], [-15.7242, 3.8276, 4.4316], [-17.0891, 4.1629, 3.8517], [-17.9491, 4.8961, 4.8470], [-18.6272, 3.9802, 5.9113], [-17.6875, 3.3458, 6.9057], [-19.4448, 2.8953, 5.2562], [-18.6962, 2.0685, 4.2238], [-17.8238, 1.0164, 4.8420], [-17.8041, 2.8994, 3.2334], [-15.2087, 4.5909, 4.9031], [-15.1407, 3.5258, 3.6471], [-15.9059, 2.9718, 5.0558], [-16.8919, 4.8244, 2.9971], [-18.8037, 5.3356, 4.2956], [-17.4658, 5.7981, 5.3032], [-19.3400, 4.7062, 6.3880], [-18.2579, 2.9560, 7.6554], [-17.0646, 4.0643, 7.3530], [-20.2705, 3.4503, 4.7859], [-19.9650, 2.2096, 5.9404], [-19.4325, 1.4840, 3.6209], [-17.1730, 0.6663, 4.1080], [-18.3477, 0.2006, 5.1002], [-18.5641, 3.2668, 2.4509], [-17.0354, 2.3241, 2.6637], [-19.9155, -1.5959, 12.2402], [-20.6760, -2.6178, 12.8003], [-21.4665, -2.7015, 13.9576], [-22.2750, -3.8342, 14.1068], [-22.1929, -4.8476, 13.1517], [-21.3816, -4.8374, 12.0561], [-20.6051, -3.7011, 11.8285], [-19.8965, -3.2718, 10.7265], [-19.5195, -2.0272, 10.9630], [-18.8932, -1.1605, 9.9564], [-18.3784, 0.0617, 10.2808], [-17.6723, 0.7755, 9.3161], [-17.6300, 0.4132, 8.0208], [-18.1479, -0.8362, 7.7344], [-18.7335, -1.6631, 8.6813], [-19.6159, -0.7101, 12.6837], [-21.4330, -1.9546, 14.7596], [-23.0233, -3.8671, 14.9253], [-22.8367, -5.7185, 13.2360], [-21.2756, -5.6650, 11.3468], [-18.4545, 0.4749, 11.2954], [-17.0504, 1.6284, 9.5649], [-17.9396, -1.1860, 6.7098], [-19.0229, -2.7020, 8.4637], [-15.1669, -2.4282, 3.0851], [-14.4789, -1.5026, 4.4910], [-12.6698, -1.2053, 4.5916], [-15.0853, -0.1097, 4.6658], [-15.1094, 0.7187, 3.7551], [-15.5996, 0.0142, 5.8585], [-14.7017, -2.1935, 5.3389], [-13.4697, 1.5004, 7.2543], [-14.1160, 2.5562, 8.1444], [-13.9295, 2.3470, 9.6959], [-13.6843, 3.9704, 7.7918], [-15.6190, 2.4193, 8.0194], [-12.3397, 1.5718, 7.3396], [-13.6380, 1.8060, 6.2168], [-13.7963, 0.4941, 7.4134], [-12.8621, 2.4512, 9.9797], [-14.3221, 1.3751, 10.0279], [-14.4906, 3.1300, 10.2812], [-12.6061, 4.0465, 7.8350], [-14.1985, 4.7312, 8.3859], [-13.8332, 4.2274, 6.7372]],
  "mulliken_spin": [2.620, -0.041, -0.021, 0.001, -0.004, -0.057, -0.012, -0.008, -0.111, 0.033, -0.002, -0.020, 0.077, 0.002, 0.000, 0.002, -0.002, 0.001, 0.018, 0.002, -0.008, -0.003, 0.002, 0.013, 0.000, -0.007, -0.029, 0.178, -0.021, 0.236, 0.138, 0.000, 0.250, -0.044, 0.158, 0.043, 0.037, 0.005, 0.138, -0.013, 0.033, -0.002, 0.005, -0.002, 0.003, 0.001, 0.003, 0.004, 0.002, 0.001, 0.000, -0.003, 0.001, -0.057, 0.012, 0.027, 0.000, 0.001, 0.005, 0.014, 0.021, 0.384, 0.000, 0.000, -0.003, 0.002, 0.001, 0.000, 0.000, -0.001, 0.001],
  "total_charge": 3,
  "e_tot_ha": -2504.067376,
  "multiplicity": 5,
  "max_force_ev_per_a": 3.72,
  "homo_lumo_gap_ev": [8.09, 5.44],
  "e_lumo_ev": [-8.8, -11.5],
  "homo_ha": [-0.622, -0.622]
}